[1]
The following is a quantum chemistry calculation of 7 unconnected molecules or ions with the total composition C6H27NO6 at a distorted geometry, from the Open Molecules 2025 dataset.

Bonds (Å) are listed after each position.
Atoms and positions in Å:
1 C -1.677 0.989 0.317  N2 1.446, C6 1.580, H8 1.123, H9 1.090
2 N -0.496 0.769 1.121  C1 1.446, C3 1.567, H10 0.979
3 C 0.217 2.048 1.679  N2 1.567, C4 1.487, H11 1.099, H12 1.131
4 C 1.688 2.039 1.461  C3 1.487, C5 1.606, H13 1.071, H14 1.219
5 C 2.326 3.304 0.704  C4 1.606, H15 1.103, H16 1.114, H17 1.029
6 C -2.214 -0.425 -0.137  C1 1.580, C7 1.634, H18 1.069, H19 1.105
7 C -3.598 -0.405 -1.005  C6 1.634, H20 1.120, H21 1.104, H22 1.093
8 H -2.423 1.611 0.881  C1 1.123
9 H -1.387 1.623 -0.521  C1 1.090
10 H 0.188 0.328 0.577  N2 0.979
11 H -0.185 2.088 2.701  C3 1.099
12 H -0.253 2.934 1.156  C3 1.131
13 H 2.018 1.081 1.115  C4 1.071
14 H 2.235 1.913 2.543  C4 1.219
15 H 2.950 2.988 -0.150  C5 1.103
16 H 1.449 3.827 0.260  C5 1.114
17 H 2.589 4.208 1.117  C5 1.029
18 H -2.377 -1.212 0.568  C6 1.069
19 H -1.535 -0.927 -0.850  C6 1.105
20 H -4.488 -0.245 -0.344  C7 1.120
21 H -3.673 -1.405 -1.467  C7 1.104
22 H -3.782 0.323 -1.800  C7 1.093
23 H -1.918 -2.480 2.170  O25 0.969
24 H -2.460 -1.175 2.663  O25 0.932
25 O -2.364 -2.064 2.923  H23 0.969, H24 0.932
26 H 2.978 -2.276 -3.190  O28 0.994
27 H 3.912 -2.350 -2.115  O28 0.969
28 O 3.464 -1.641 -2.600  H26 0.994, H27 0.969
29 H 3.249 -1.608 0.781  O31 1.003
30 H 2.154 -2.003 -0.338  O31 0.961
31 O 2.345 -2.006 0.604  H29 1.003, H30 0.961
32 H -0.113 -1.849 -2.161  O34 0.939
33 H 0.261 -1.519 -0.751  O34 0.921
34 O 0.570 -1.501 -1.619  H32 0.939, H33 0.921
35 H -0.259 0.810 -2.939  O37 0.894
36 H 0.777 1.795 -3.081  O37 0.907
37 O -0.052 1.566 -3.369  H35 0.894, H36 0.907
38 H 0.323 -3.485 0.503  O40 0.914
39 H -0.074 -2.669 1.729  O40 0.974
40 O -0.364 -3.001 0.861  H38 0.914, H39 0.974

Its total energy is -20424.0861 eV. For the energy above the lowest of the compared OMol25 structures with the same formula, charge and spin, the calculation gives 2.145 eV. Its charge is +1. Its multiplicity is 2. The calculation puts the HOMO energy (spin up / spin down) at -14.2 / -14.2 eV.


[2]
The following is a quantum chemistry calculation of 7 unconnected molecules or ions with the total composition C6H27O7 at a distorted geometry, from the Open Molecules 2025 dataset.

Bonds (Å) are listed after each position.
Atoms and positions in Å:
1 O -0.461 0.406 0.347  H2 0.944, H3 0.998, H4 0.974
2 H -0.597 -0.520 0.224  O1 0.944
3 H -0.291 0.608 1.309  O1 0.998
4 H 0.301 0.771 -0.138  O1 0.974
5 C -0.959 1.117 3.626  O6 1.470, H7 1.238, H8 1.239, H9 1.048
6 O 0.248 1.408 2.839  C5 1.470, H10 0.894
7 H -1.881 0.542 3.033  C5 1.238
8 H -1.597 2.157 3.842  C5 1.239
9 H -0.760 0.775 4.596  C5 1.048
10 H 0.767 1.766 3.473  O6 0.894
11 C -0.798 -1.706 -3.023  O12 1.438, H13 1.217, H14 1.163, H15 1.082
12 O -0.322 -0.363 -2.829  C11 1.438, H16 0.990
13 H 0.215 -2.374 -2.931  C11 1.217
14 H -1.306 -1.690 -4.069  C11 1.163
15 H -1.497 -2.044 -2.270  C11 1.082
16 H 0.311 -0.190 -3.570  O12 0.990
17 C -2.076 -2.936 2.141  O18 1.339, H19 1.131, H20 1.035, H21 1.099
18 O -1.302 -1.844 2.176  C17 1.339, H22 0.975
19 H -2.883 -2.735 2.908  C17 1.131
20 H -1.856 -3.928 2.339  C17 1.035
21 H -2.345 -3.158 1.099  C17 1.099
22 H -0.492 -1.787 2.715  O18 0.975
23 C 2.342 -1.940 -0.363  O24 1.433, H25 1.076, H26 0.829, H27 0.987
24 O 0.999 -2.157 0.088  C23 1.433, H28 0.961
25 H 2.860 -1.241 0.270  C23 1.076
26 H 2.444 -1.466 -1.036  C23 0.829
27 H 2.880 -2.761 -0.471  C23 0.987
28 H 0.846 -3.050 0.407  O24 0.961
29 C -1.555 2.632 -2.235  O30 1.454, H31 0.993, H32 1.105, H33 1.089
30 O -0.865 2.977 -1.003  C29 1.454, H34 1.048
31 H -0.937 2.152 -2.847  C29 0.993
32 H -2.117 3.489 -2.648  C29 1.105
33 H -2.460 2.113 -1.924  C29 1.089
34 H -0.373 3.897 -0.905  O30 1.048
35 C 2.623 1.865 -1.195  O36 1.341, H37 1.138, H38 1.104, H39 1.017
36 O 2.213 1.145 -0.140  C35 1.341, H40 0.960
37 H 2.913 2.929 -0.915  C35 1.138
38 H 1.662 2.053 -1.705  C35 1.104
39 H 3.393 1.520 -1.763  C35 1.017
40 H 2.704 1.577 0.563  O36 0.960

Its total energy is -20977.5837 eV. For the energy above the lowest of the compared OMol25 structures with the same formula, charge and spin, the calculation gives 8.911 eV. Its charge is +1. The calculation puts the HOMO energy at -13.1 eV.